Entry 1:
101
Properties=species:S:1:pos:R:3:forces:R:3:lowdin_charge:R:1 method="wB97M-V/def2-TZVPD" energy_ha=-3149.396225 largest_force_ha_per_bohr=0.01745 total_charge=+1 spin_multiplicity=1 gap_ev=7.77 lumo_ev=-2.16
Al -0.1473 0.1334 -1.1865 -0.2 0.9 0.0 -0.030
C 0.4542 -5.8131 -1.6388 0.0 0.0 0.0 -0.085
C 0.6864 -4.8559 -0.4660 0.0 0.1 0.0 -0.206
C -0.5769 -4.2323 0.1143 0.0 0.0 0.0 -0.155
C -1.3879 -5.1239 0.8098 0.0 0.0 0.0 -0.044
C -2.4871 -4.7106 1.5369 0.0 0.0 0.0 -0.064
C -2.7001 -3.3541 1.6796 0.0 0.0 0.0 -0.047
C -1.8973 -2.4220 1.0318 0.0 0.0 0.0 -0.169
C -2.0358 -0.9905 1.4664 0.1 0.0 0.0 -0.208
C -1.6605 -0.8044 2.9401 -0.1 -0.1 0.0 -0.059
C -0.9207 -2.8549 0.1186 0.1 0.0 0.1 -0.121
N -0.2411 -1.9167 -0.7403 -0.1 -0.2 0.0 0.116
C 0.1836 -2.4354 -1.8728 0.0 0.0 0.0 -0.049
C 1.0394 -1.7184 -2.7217 0.1 -0.1 0.1 -0.286
C 1.8386 -2.0811 -3.8098 0.0 0.0 0.0 -0.007
C 2.6300 -0.9662 -4.0840 0.0 0.0 0.0 -0.064
C 2.2597 0.0262 -3.1676 -0.1 0.1 -0.1 -0.096
N 1.3056 -0.4258 -2.3452 0.0 -0.2 0.1 0.059
H 1.3981 -6.2398 -1.9781 0.0 0.0 0.0 0.080
H -0.0237 -5.3352 -2.4960 0.0 0.0 0.0 0.065
H -0.1955 -6.6347 -1.3369 0.0 0.0 0.0 0.073
H 1.4275 -4.0992 -0.7239 0.0 0.0 0.0 0.106
H 1.1343 -5.4378 0.3428 0.0 0.0 0.0 0.119
H -1.1187 -6.1738 0.8002 0.0 0.0 0.0 0.118
H -3.1192 -5.4291 2.0412 0.0 0.0 0.0 0.109
H -3.4829 -2.9954 2.3379 0.0 0.0 0.0 0.117
H -3.0543 -0.6264 1.3079 0.2 -0.1 0.0 0.087
H -1.4035 -0.3395 0.8801 -0.1 -0.1 0.1 0.041
H -2.3613 -1.3206 3.5960 0.0 0.0 0.0 0.075
H -1.6632 0.2535 3.2051 0.0 0.0 0.0 0.082
H -0.6700 -1.2164 3.1506 0.0 0.0 0.0 0.081
H -0.1432 -3.4191 -2.1726 0.0 -0.1 0.0 0.119
H 1.8633 -3.0432 -4.2968 0.0 0.0 0.0 0.110
H 3.3883 -0.8757 -4.8439 0.0 0.0 0.0 0.097
H 2.6295 1.0390 -3.0987 0.0 0.0 0.0 0.116
O -1.4577 -0.1585 -2.4182 -0.1 0.1 -0.5 -0.194
P -2.6402 0.4314 -3.1626 -0.1 -0.7 -0.2 0.871
C -3.7018 1.2031 -1.9303 0.0 0.2 0.0 -0.248
P -2.8319 2.0908 -0.6089 -0.4 0.0 0.0 0.838
O -1.6182 1.2840 -0.2281 0.0 0.1 0.1 -0.271
C -4.0393 2.1745 0.7318 0.1 -0.1 0.0 -0.249
C -4.8277 1.0692 1.0593 -0.1 0.0 0.0 -0.095
C -5.6884 1.1158 2.1425 0.0 0.0 0.0 -0.060
C -5.7661 2.2659 2.9173 0.0 0.0 0.0 -0.058
C -4.9852 3.3672 2.6035 0.0 0.0 0.0 -0.057
C -4.1274 3.3246 1.5143 0.0 0.0 0.0 -0.055
C -2.5497 3.7978 -1.0611 0.1 -0.1 0.0 -0.304
C -3.4525 4.4834 -1.8670 0.0 0.0 0.0 -0.066
C -3.2369 5.8197 -2.1630 0.0 0.0 0.0 -0.057
C -2.1317 6.4763 -1.6397 0.0 0.0 0.0 -0.055
C -1.2469 5.8006 -0.8113 0.0 0.0 0.0 -0.057
C -1.4526 4.4613 -0.5224 0.0 0.0 0.1 -0.084
C -2.3177 1.4131 -4.6091 0.1 0.2 0.2 -0.308
C -3.3231 2.2125 -5.1431 0.0 0.0 0.0 -0.083
C -3.0810 2.9334 -6.3034 0.0 0.0 0.0 -0.065
C -1.8442 2.8447 -6.9248 0.0 0.0 0.0 -0.058
C -0.8490 2.0305 -6.3982 0.0 0.0 0.0 -0.048
C -1.0791 1.3150 -5.2363 0.0 -0.1 0.0 -0.057
C -3.5890 -0.9959 -3.7209 0.2 -0.1 0.0 -0.252
C -3.9075 -1.2130 -5.0565 -0.1 0.1 0.0 -0.054
C -4.5001 -2.4085 -5.4430 0.0 0.0 0.0 -0.061
C -4.7618 -3.3915 -4.5028 0.0 0.0 0.0 -0.061
C -4.4383 -3.1847 -3.1657 0.0 0.0 0.0 -0.061
C -3.8517 -1.9945 -2.7775 0.0 0.0 0.0 -0.075
H -4.1004 0.3213 -1.4203 -0.1 0.1 0.0 0.054
H -4.5502 1.7343 -2.3604 0.0 0.1 0.0 0.085
H -4.7802 0.1581 0.4749 -0.1 0.0 0.0 0.095
H -6.2995 0.2560 2.3823 0.0 0.0 0.0 0.113
H -6.4381 2.3022 3.7644 0.0 0.0 0.0 0.113
H -5.0454 4.2651 3.2037 0.0 0.0 0.0 0.113
H -3.5318 4.1948 1.2709 0.0 0.0 0.0 0.106
H -4.3326 3.9904 -2.2620 0.0 0.0 0.0 0.104
H -3.9348 6.3498 -2.7971 0.0 0.0 0.0 0.111
H -1.9635 7.5192 -1.8736 0.0 0.0 0.0 0.112
H -0.3939 6.3192 -0.3937 0.0 0.0 0.0 0.111
H -0.7653 3.9233 0.1200 0.0 0.0 0.0 0.115
H -4.2980 2.2702 -4.6722 0.0 0.0 0.0 0.108
H -3.8584 3.5580 -6.7226 0.0 0.0 0.0 0.110
H -1.6544 3.4132 -7.8257 0.0 0.0 0.0 0.111
H 0.1116 1.9600 -6.8906 0.0 0.0 0.0 0.114
H -0.3027 0.6922 -4.8086 0.0 0.0 0.0 0.111
H -3.6953 -0.4538 -5.7985 0.0 0.0 0.0 0.106
H -4.7471 -2.5719 -6.4833 0.0 0.0 0.0 0.112
H -5.2110 -4.3265 -4.8104 0.0 0.0 0.0 0.112
H -4.6335 -3.9534 -2.4298 0.0 0.0 0.0 0.111
H -3.5696 -1.8600 -1.7373 0.0 0.0 0.0 0.104
C 2.9049 2.2597 0.7374 0.0 0.0 0.0 0.027
C 1.7052 1.8125 -0.0231 0.0 0.1 0.0 -0.212
N 1.0179 0.7645 0.2846 0.2 -0.3 0.0 0.015
O 1.5012 0.0144 1.3467 0.1 0.0 0.1 0.025
C 1.2358 2.5765 -1.1770 0.1 0.0 0.2 -0.277
C 1.8311 3.8806 -1.5935 0.0 0.0 0.0 -0.015
N 0.2238 2.0071 -1.7749 0.4 0.0 0.0 -0.124
O -0.4442 2.5585 -2.7021 0.0 0.0 -0.1 -0.081
H 3.1033 1.6221 1.5911 0.0 0.0 0.0 0.083
H 2.7678 3.2882 1.0737 0.0 0.0 0.0 0.098
H 3.7702 2.2506 0.0719 0.0 0.0 0.0 0.106
H 0.8126 -0.6436 1.5100 0.0 0.0 0.0 0.083
H 2.8664 3.7537 -1.9197 0.0 0.0 0.0 0.088
H 1.8306 4.6147 -0.7858 0.0 0.0 0.0 0.079
H 1.2490 4.2754 -2.4237 0.0 0.0 0.0 0.081



Entry 2:
111
Properties=species:S:1:pos:R:3:forces:R:3:mulliken_spin:R:1 method="wB97M-V/def2-TZVPD" energy_ha=-4913.006667 relative_energy_kj_mol=19.2 largest_force_ha_per_bohr=0.01077 total_charge=-1 spin_multiplicity=4 gap_ev="6.67 / 8.00" lumo_ev="2.13 / 2.13"
V -0.3341 -0.4262 -0.4124 -0.2 0.2 -0.5 2.594
C 2.6495 -1.3551 3.8891 0.0 0.0 0.0 0.001
C 2.6670 -2.2478 2.6903 0.0 -0.2 0.0 0.015
C 3.2765 -3.5153 2.6054 0.0 0.0 0.0 0.001
C 3.0356 -3.9342 1.3153 0.0 0.0 0.0 0.003
C 3.4357 -5.2130 0.6529 0.0 0.0 0.0 0.000
N 2.3343 -2.9603 0.6942 -0.1 0.0 0.0 0.009
N 2.0894 -1.9288 1.5418 0.2 0.1 0.1 0.016
B 1.8943 -2.9473 -0.7860 0.0 0.0 0.1 -0.060
N 2.3498 -1.6430 -1.4616 -0.1 0.0 0.0 0.028
N 1.8364 -0.4304 -1.1141 -0.1 0.1 0.1 0.054
C 2.6575 0.4871 -1.6286 0.0 0.0 0.0 0.025
C 2.5485 1.9637 -1.4289 0.0 0.0 0.0 0.036
C 3.6936 -0.1381 -2.3361 0.0 -0.1 0.0 0.001
C 3.4623 -1.4891 -2.2013 0.0 0.0 0.0 0.012
C 4.2658 -2.6298 -2.7337 0.0 0.0 0.0 0.000
N 0.3792 -3.1991 -0.9268 0.0 -0.1 0.0 -0.082
N -0.5247 -2.7375 -0.0146 0.1 -0.1 -0.1 0.102
C -1.6537 -3.4108 -0.2565 0.0 0.0 0.1 0.028
C -2.8617 -3.3502 0.6240 0.0 0.0 0.0 -0.004
C -1.4994 -4.2556 -1.3546 0.0 0.0 0.0 -0.002
C -0.1944 -4.0752 -1.7684 0.0 0.0 0.0 0.014
C 0.4876 -4.6321 -2.9713 0.0 0.0 0.0 0.000
H 3.6668 -1.1594 4.2367 0.0 0.0 0.0 0.000
H 2.0998 -1.8118 4.7155 0.0 0.0 0.0 0.000
H 2.1817 -0.4000 3.6646 0.0 0.0 0.0 0.003
H 3.8134 -4.0481 3.3744 0.0 0.0 0.0 0.000
H 3.9571 -5.8429 1.3736 0.0 0.0 0.0 0.000
H 4.0991 -5.0386 -0.1959 0.0 0.0 0.0 0.000
H 2.5679 -5.7597 0.2800 0.0 0.0 0.0 0.000
H 2.4584 -3.8494 -1.3297 0.0 0.0 -0.1 0.000
H 1.6644 2.2379 -0.8601 0.0 0.0 0.0 0.002
H 2.5388 2.4769 -2.3908 0.0 0.0 0.0 0.002
H 3.4230 2.3181 -0.8821 0.0 0.0 0.0 0.003
H 4.4939 0.3388 -2.8778 0.0 0.0 0.0 0.000
H 5.0288 -2.2420 -3.4079 0.0 0.0 0.0 0.000
H 3.6433 -3.3369 -3.2821 0.0 0.0 0.0 0.000
H 4.7615 -3.1785 -1.9307 0.0 0.0 0.0 0.000
H -3.0167 -2.3601 1.0448 0.0 0.0 0.0 0.000
H -2.7518 -4.0562 1.4512 0.0 0.0 0.0 0.001
H -3.7484 -3.6420 0.0575 0.0 0.0 0.0 0.000
H -2.2455 -4.8884 -1.8073 0.0 0.0 0.0 0.000
H -0.1537 -5.3787 -3.4387 0.0 0.0 0.0 0.000
H 1.4461 -5.0906 -2.7276 0.0 0.0 0.0 0.000
H 0.6555 -3.8315 -3.6957 0.0 0.0 0.0 0.000
O -0.7226 -1.3768 -4.4663 0.0 0.0 0.0 0.001
C -0.6766 -0.6566 -3.4726 0.1 0.0 0.0 0.006
O -0.9541 -1.0439 -2.2871 0.1 0.0 0.2 0.013
C -0.3040 0.8106 -3.6722 0.0 0.0 0.0 0.001
C -0.0232 1.1629 -4.9699 0.0 0.0 0.0 0.003
C 0.3066 2.4710 -5.3137 0.0 -0.1 0.0 0.003
C 0.3574 3.4491 -4.3495 0.0 0.1 0.0 -0.001
C 0.0513 3.1252 -3.0448 0.0 -0.1 0.0 0.009
C -0.2783 1.7895 -2.6084 0.0 -0.1 0.0 0.006
O -0.4928 1.5155 -1.3819 0.1 -0.1 0.0 -0.072
N 0.1749 4.2319 -2.1059 0.0 0.0 0.1 -0.001
O 0.9757 5.1184 -2.3694 0.0 -0.1 0.0 0.002
O -0.5292 4.2475 -1.1115 0.0 0.0 0.0 0.000
N 0.5930 2.8193 -6.6944 -0.2 0.0 0.0 0.000
O 0.5343 1.9366 -7.5334 0.1 0.0 0.0 0.001
O 0.8517 3.9855 -6.9542 0.1 0.0 0.0 0.001
H -0.0687 0.3874 -5.7205 0.0 0.0 0.0 0.000
H 0.6313 4.4614 -4.6030 0.0 0.0 0.0 0.000
Cl -1.3301 -1.9678 3.0414 -0.1 0.0 0.1 0.002
C -0.7545 -0.8058 4.1798 0.1 0.1 -0.1 -0.010
C -0.7087 -1.1573 5.5218 0.0 0.0 0.0 -0.002
C -0.2226 -0.2518 6.4489 0.0 0.0 0.0 0.001
C 0.2130 0.9975 6.0305 0.0 0.0 0.0 0.000
C 0.1557 1.3340 4.6883 0.0 0.1 0.0 0.005
C -0.3275 0.4426 3.7320 0.0 -0.2 -0.1 0.013
P -0.4349 0.9221 1.9454 0.1 0.0 0.1 0.227
C 0.9425 2.1244 1.9209 0.0 0.1 0.0 -0.069
C 2.2101 1.5511 1.8174 0.0 0.0 0.0 0.042
C 3.3431 2.3451 1.9106 0.0 0.0 0.0 0.010
C 3.2198 3.7202 2.0479 0.0 0.1 0.0 0.000
C 1.9589 4.3004 2.1009 0.1 0.0 0.0 0.001
C 0.8231 3.5049 2.0557 -0.1 0.0 -0.1 -0.008
C -1.9464 1.9628 2.0335 0.0 0.0 0.0 -0.026
C -2.8504 1.9148 3.0913 0.0 0.0 0.0 -0.003
C -3.9769 2.7305 3.0905 0.0 0.0 0.0 0.001
C -4.1949 3.6196 2.0494 0.0 0.0 0.0 -0.001
C -3.2988 3.6651 0.9880 0.0 0.0 0.0 0.001
C -2.1991 2.8228 0.9655 0.1 0.0 0.0 0.063
H -1.0439 -2.1413 5.8212 0.0 0.0 0.0 0.000
H -0.1788 -0.5258 7.4956 0.0 0.0 0.0 0.000
H 0.6007 1.7092 6.7483 0.0 0.0 0.0 0.000
H 0.5055 2.3082 4.3709 0.0 0.0 0.0 0.000
H 2.3038 0.4799 1.6524 0.0 0.0 0.0 -0.018
H 4.3231 1.8879 1.8433 0.0 0.0 0.0 0.000
H 4.1046 4.3434 2.0950 0.0 0.0 0.0 0.000
H 1.8590 5.3760 2.1767 0.0 0.0 0.0 0.000
H -0.1564 3.9642 2.1051 0.0 0.0 0.0 -0.001
H -2.6848 1.2437 3.9243 0.0 0.0 0.0 0.000
H -4.6748 2.6798 3.9175 0.0 0.0 0.0 0.000
H -5.0591 4.2729 2.0643 0.0 0.0 0.0 0.000
H -3.4566 4.3549 0.1671 0.0 0.0 0.0 0.000
H -1.5178 2.8428 0.1264 0.0 0.0 0.0 -0.005
O -2.4420 -0.3744 -0.0204 -0.2 0.1 -0.2 -0.023
S -3.3847 -0.7680 -1.1577 0.1 0.0 0.1 0.008
C -3.5462 0.7484 -2.1521 -0.1 0.0 0.0 0.000
C -4.8614 1.4429 -1.7852 0.0 0.0 0.0 0.000
C -5.2391 0.9782 -0.3794 0.0 0.0 0.0 0.000
C -5.0073 -0.5233 -0.4021 0.0 0.0 0.0 0.000
H -3.4445 0.4912 -3.2055 0.0 0.0 0.0 -0.002
H -2.6702 1.3149 -1.8392 0.0 0.0 0.0 0.017
H -5.6491 1.1535 -2.4861 0.0 0.0 0.0 0.000
H -4.7501 2.5265 -1.8438 0.0 0.0 0.0 0.000
H -6.2687 1.2320 -0.1212 0.0 0.0 0.0 0.000
H -4.5813 1.4299 0.3645 0.0 0.0 0.0 -0.001
H -5.7264 -1.0401 -1.0447 0.0 0.0 0.0 0.000
H -4.9800 -1.0054 0.5737 0.0 0.0 0.0 0.000